The following is a quantum chemistry calculation of 5 unconnected molecules or ions with the total composition C37H77N4O5 at a distorted geometry, from the Open Molecules 2025 dataset.

Each atom is followed by the atoms it is bonded to, with distances in Å.
CARTESIAN COORDINATES (ANGSTROEM)
1 H -13.85268 -3.67295 7.96680  C90 1.090
2 H -15.95282 -12.38662 15.82424  C20 1.090
3 H -10.99773 -6.29759 9.22445  C21 1.090
4 H -19.44022 -12.17175 16.80657  C48 1.090
5 H -18.64987 -10.38649 21.40765  C73 1.090
6 C -22.01141 -8.00781 11.79547  C10 1.623, H35 1.090, H63 1.090, C100 1.504
7 H -23.41478 -5.58662 10.48805  C116 1.090
8 C -13.88722 -9.48947 11.16551  O9 1.248, O32 1.250, O102 1.334
9 O -14.56287 -9.75554 12.18037  C8 1.248
10 C -20.80073 -7.13408 11.15997  C6 1.623, H16 1.090, N37 1.558, H82 1.090
11 H -18.47042 -6.45810 10.63924  C22 1.090
12 C -11.29034 -2.99727 8.24966  H14 1.090, C23 1.533, C42 1.562, H59 1.090
13 H -12.99501 -8.62192 10.18133  O102 0.960
14 H -10.23512 -2.80044 8.06027  C12 1.090
15 C -12.57290 -12.74077 7.96654  C19 1.560, H29 1.090, H79 1.090, H107 1.090
16 H -20.25045 -6.54871 11.89660  C10 1.090
17 C -17.31102 -8.26867 9.97568  C22 1.555, H69 1.090, H76 1.090, C83 1.529
18 H -13.24981 -6.94563 6.46195  C123 1.090
19 C -13.54026 -13.54153 7.04035  C15 1.560, C30 1.534, C58 1.536, N66 1.536
20 C -16.93624 -12.02743 15.52101  H2 1.090, N34 1.568, C77 1.548, H94 1.090
21 C -10.93320 -5.42231 8.57806  H3 1.090, C23 1.501, C44 1.607, H75 1.090
22 C -18.47221 -7.23961 9.87940  H11 1.090, C17 1.555, N37 1.576, H51 1.090
23 C -11.50861 -4.18207 9.19728  C12 1.533, C21 1.501, H78 1.090, H88 1.090
24 H -16.04437 -11.11244 13.71165  C77 1.090
25 O -15.35373 -13.76199 8.69112  N66 1.358
26 C -16.91063 -9.77018 16.43489  N34 1.567, H43 1.090, C95 1.469, H99 1.090
27 H -15.94790 -10.97507 5.04279  C41 1.090
28 H -12.15928 -2.16288 5.04047  C93 1.090
29 H -12.55680 -11.68856 7.68245  C15 1.090
30 C -13.31279 -13.22103 5.55758  C19 1.534, H91 1.090, H98 1.090, C120 1.565
31 H -13.98633 -15.69937 6.92839  C58 1.090
32 O -13.59096 -10.30048 10.26166  C8 1.250
33 H -13.24872 -15.09033 8.45776  C58 1.090
34 N -17.53256 -11.18372 16.70019  C20 1.568, C26 1.567, C48 1.553, C101 1.564
35 H -21.67707 -8.38953 12.76015  C6 1.090
36 H -14.71653 -10.41425 7.67032  C52 1.090
37 N -19.68248 -8.01403 10.52608  C10 1.558, C22 1.576, C111 1.531, C119 1.572
38 H -13.91126 -2.13241 7.15859  C90 1.090
39 H -20.85299 -9.52530 9.66583  C111 1.090
40 H -16.01089 -11.49124 18.13233  C101 1.090
41 C -15.49053 -11.88799 5.42425  H27 1.090, C74 1.593, H81 1.090, C120 1.517
42 C -11.99583 -3.16495 6.86654  C12 1.562, N53 1.451, C90 1.525, C93 1.463
43 H -17.35800 -8.98529 17.04471  C26 1.090
44 C -11.51196 -5.71879 7.10859  C21 1.607, C45 1.560, N53 1.516, C123 1.507
45 C -10.43670 -6.64527 6.46236  C44 1.560, H46 1.090, H60 1.090, H65 1.090
46 H -10.43331 -7.54493 7.07774  C45 1.090
47 H -13.59828 -10.97405 5.72317  C120 1.090
48 C -19.07623 -11.18281 16.52797  H4 1.090, N34 1.553, H104 1.090, H115 1.090
49 C -17.09831 -11.50706 20.60225  H67 1.090, C73 1.541, H105 1.090, C121 1.547
50 H -17.40534 -10.89158 22.64192  C73 1.090
51 H -18.55177 -6.79225 8.88863  C22 1.090
52 C -15.71026 -10.85479 7.75115  H36 1.090, C74 1.554, H80 1.090, H89 1.090
53 N -11.69731 -4.46046 6.28400  C42 1.451, C44 1.516, O97 1.445
54 H -19.12127 -8.24933 12.61185  C119 1.090
55 H -18.03961 -11.91301 6.67260  C72 1.090
56 H -11.52779 -1.14651 6.44319  C93 1.090
57 H -10.51045 -2.31124 5.70213  C93 1.090
58 C -13.26171 -15.01553 7.37041  C19 1.536, H31 1.090, H33 1.090, H70 1.090
59 H -11.61605 -2.05586 8.69212  C12 1.090
60 H -9.38290 -6.36705 6.47573  C45 1.090
61 H -17.32419 -13.57146 6.32948  C72 1.090
62 H -23.96338 -7.18611 9.88391  C116 1.090
63 H -22.21958 -8.98413 11.35780  C6 1.090
64 H -23.34993 -6.43376 12.74675  C100 1.090
65 H -10.67114 -6.88870 5.42607  C45 1.090
66 N -14.99114 -13.28436 7.47274  C19 1.536, O25 1.358, C74 1.548
67 H -17.41072 -12.52100 20.85215  C49 1.090
68 H -19.50737 -9.81039 11.72586  C119 1.090
69 H -17.39105 -9.00555 9.17649  C17 1.090
70 H -12.28579 -15.31680 6.98973  C58 1.090
71 H -12.62161 -7.27828 8.03992  C123 1.090
72 C -17.34517 -12.69566 6.97805  H55 1.090, H61 1.090, C74 1.530, H113 1.090
73 C -17.59124 -10.48736 21.64685  H5 1.090, C49 1.541, H50 1.090, H87 1.090
74 C -15.91220 -12.16186 6.93553  C41 1.593, C52 1.554, N66 1.548, C72 1.530
75 H -9.84981 -5.32347 8.64581  C21 1.090
76 H -16.37043 -7.74771 9.79681  C17 1.090
77 C -16.84073 -10.93063 14.43337  C20 1.548, H24 1.090, H85 1.090, C95 1.492
78 H -10.84094 -3.96070 10.02993  C23 1.090
79 H -12.84289 -12.67459 9.02050  C15 1.090
80 H -15.86993 -11.09290 8.80277  C52 1.090
81 H -15.90692 -12.68590 4.80939  C41 1.090
82 H -21.27453 -6.49266 10.41688  C10 1.090
83 C -17.52276 -8.97002 11.31780  C17 1.529, H112 1.090, C119 1.556, H122 1.090
84 H -20.79014 -8.14278 8.65689  C111 1.090
85 H -17.74208 -11.15309 13.86225  C77 1.090
86 H -13.73419 -11.62476 4.17526  C120 1.090
87 H -17.19597 -9.47456 21.56885  C73 1.090
88 H -12.54147 -4.29513 9.52670  C23 1.090
89 H -16.54546 -10.15750 7.68530  C52 1.090
90 C -13.50534 -3.14103 7.08107  H1 1.090, H38 1.090, C42 1.525, H103 1.090
91 H -13.70614 -14.06501 4.99095  C30 1.090
92 H -17.59119 -10.08031 19.06743  C121 1.090
93 C -11.55471 -2.11626 5.94625  H28 1.090, C42 1.463, H56 1.090, H57 1.090
94 H -17.54446 -12.86568 15.18114  C20 1.090
95 C -16.96988 -9.54976 14.98415  C26 1.469, C77 1.492, H96 1.090, H108 1.090
96 H -17.93118 -9.11715 14.70692  C95 1.090
97 O -11.68004 -4.67235 4.85450  N53 1.445
98 H -12.23887 -13.14369 5.38784  C30 1.090
99 H -15.91100 -10.02312 16.78826  C26 1.090
100 C -23.28992 -7.24946 12.02624  C6 1.504, H64 1.090, H110 1.090, C116 1.619
101 C -17.07702 -11.71552 18.09839  N34 1.564, H40 1.090, H117 1.090, C121 1.448
102 O -13.36508 -8.27353 10.99575  C8 1.334, H13 0.960
103 H -14.06818 -3.44888 6.19984  C90 1.090
104 H -19.39193 -10.52405 17.33696  C48 1.090
105 H -16.01337 -11.52910 20.49973  C49 1.090
106 H -13.53643 -5.88183 7.88093  C123 1.090
107 H -11.55702 -13.13554 7.98241  C15 1.090
108 H -16.14429 -8.88470 14.73075  C95 1.090
109 H -24.96146 -6.21823 10.96356  C116 1.090
110 H -24.00479 -7.91860 12.50512  C100 1.090
111 C -20.16165 -8.77296 9.28616  N37 1.531, H39 1.090, H84 1.090, H118 1.090
112 H -17.22688 -10.01773 11.26428  C83 1.090
113 H -17.71998 -13.09600 7.92004  C72 1.090
114 H -18.81842 -11.32619 19.35676  C121 1.090
115 H -19.39920 -10.67726 15.61792  C48 1.090
116 C -23.93572 -6.51063 10.73893  H7 1.090, H62 1.090, C100 1.619, H109 1.090
117 H -17.42510 -12.74799 18.06764  C101 1.090
118 H -19.38777 -9.42170 8.87585  C111 1.090
119 C -19.02569 -8.83302 11.69628  N37 1.572, H54 1.090, H68 1.090, C83 1.556
120 C -13.98892 -11.85291 5.21022  C30 1.565, C41 1.517, H47 1.090, H86 1.090
121 C -17.74946 -11.14377 19.24660  C49 1.547, H92 1.090, C101 1.448, H114 1.090
122 H -16.86758 -8.53892 12.07478  C83 1.090
123 C -12.79951 -6.46845 7.33236  H18 1.090, C44 1.507, H71 1.090, H106 1.090

Calculated values
Multiplicity ... 2
Kohn-Sham gap (spin up / spin down) ... 2.996 / 3.709 eV
Expectation value of S² ... 0.755
Charge ... +2
HOMO level (spin up / spin down) ... -10.923 / -11.636 eV
Electronic energy ... -2050.34975 Eh

Atom charges from the Löwdin analysis, given in e for atoms 1 to 99: number 1, H, carries 0.063; number 2, H, carries 0.132; number 3, H, carries 0.113; number 4, H, carries 0.115; number 5, H, carries 0.071; number 6, C, carries -0.180; number 7, H, carries 0.061; number 8, C, carries -0.877; number 9, O, carries -0.054; number 10, C, carries -0.052; number 11, H, carries 0.127; number 12, C, carries -0.115; number 13, H, carries 0.066; number 14, H, carries 0.125; number 15, C, carries 0.010; number 16, H, carries 0.126; number 17, C, carries -0.132; number 18, H, carries 0.088; number 19, C, carries -0.432; number 20, C, carries -0.053; number 21, C, carries -0.142; number 22, C, carries -0.059; number 23, C, carries -0.188; number 24, H, carries 0.113; number 25, O, carries 0.165; number 26, C, carries -0.091; number 27, H, carries 0.134; number 28, H, carries 0.094; number 29, H, carries 0.084; number 30, C, carries -0.092; number 31, H, carries 0.098; number 32, O, carries -0.064; number 33, H, carries 0.091; number 34, N, carries -0.218; number 35, H, carries 0.097; number 36, H, carries 0.088; number 37, N, carries -0.232; number 38, H, carries 0.088; number 39, H, carries 0.087; number 40, H, carries 0.141; number 41, C, carries -0.120; number 42, C, carries -0.553; number 43, H, carries 0.142; number 44, C, carries -0.428; number 45, C, carries -0.038; number 46, H, carries 0.077; number 47, H, carries 0.109; number 48, C, carries 0.048; number 49, C, carries -0.224; number 50, H, carries 0.081; number 51, H, carries 0.141; number 52, C, carries 0.001; number 53, N, carries -0.047; number 54, H, carries 0.116; number 55, H, carries 0.101; number 56, H, carries 0.099; number 57, H, carries 0.100; number 58, C, carries -0.022; number 59, H, carries 0.124; number 60, H, carries 0.085; number 61, H, carries 0.094; number 62, H, carries 0.065; number 63, H, carries 0.107; number 64, H, carries 0.105; number 65, H, carries 0.072; number 66, N, carries 0.140; number 67, H, carries 0.117; number 68, H, carries 0.129; number 69, H, carries 0.070; number 70, H, carries 0.109; number 71, H, carries 0.067; number 72, C, carries -0.020; number 73, C, carries -0.087; number 74, C, carries -0.398; number 75, H, carries 0.117; number 76, H, carries 0.134; number 77, C, carries -0.164; number 78, H, carries 0.115; number 79, H, carries 0.091; number 80, H, carries 0.081; number 81, H, carries 0.119; number 82, H, carries 0.116; number 83, C, carries -0.145; number 84, H, carries 0.121; number 85, H, carries 0.098; number 86, H, carries 0.124; number 87, H, carries 0.080; number 88, H, carries 0.104; number 89, H, carries 0.077; number 90, C, carries -0.030; number 91, H, carries 0.129; number 92, H, carries 0.116; number 93, C, carries -0.047; number 94, H, carries 0.133; number 95, C, carries -0.176; number 96, H, carries 0.104; number 97, O, carries -0.054; number 98, H, carries 0.138; number 99, H, carries 0.140